This record from OMol25 describes a structure of composition C6H15AlNO2 at a distorted geometry. The level of theory is wB97M-V/def2-TZVPD.

Output
E_tot = -683.81094 a.u.
ΔE to the lowest compared entry with this formula, charge and spin = 45.0 kcal per mole
Lowest unoccupied orbital energy = -18.214 eV
Charge = +3

Geometry as XYZ:
```
25
C6H15AlNO2 wB97M-V/def2-TZVPD
Al -22.9957 8.7578 -21.2630
C -26.1671 7.4976 -22.7103
O -25.8420 8.3386 -21.5766
C -26.7378 9.4439 -21.3129
C -26.3622 10.6459 -22.0999
N -24.9942 11.1155 -21.7017
C -24.4306 11.8697 -22.8368
C -22.9288 12.2489 -22.6445
O -22.0813 11.1754 -22.2450
C -20.7187 11.5038 -22.4488
H -25.2826 6.9149 -22.9678
H -26.4476 7.9806 -23.6464
H -26.7603 6.5989 -22.5419
H -26.5009 9.8281 -20.3208
H -27.7728 9.2587 -21.6004
H -27.0674 11.4445 -21.8694
H -26.4303 10.3536 -23.1478
H -25.2048 11.7963 -20.9861
H -24.9983 12.7559 -23.1203
H -24.5030 11.2992 -23.7627
H -22.8420 13.1374 -22.0191
H -22.6896 12.5282 -23.6706
H -20.3658 11.5760 -23.4775
H -20.1317 10.8874 -21.7677
H -20.5612 12.4772 -21.9844
```

natural (NBO) atomic charge list, values in e, 6 entries:
1 Al 1.29
2 C -0.34
3 O -0.34
4 C -0.07
5 C -0.25
6 N -0.35